[1]
Computed, not measured: a 4-piece molecular cluster, C17H31N3O2 overall, with wB97M-V/def2-TZVPD.

Geometry (Å):
H1 0.43223 1.33481 -0.50045
C1 -1.57586 -3.23585 0.02846
C2 0.83395 -3.65703 -0.35166
H2 -4.52518 -4.19880 4.66585
H3 3.14624 5.21794 -4.98198
H4 -2.03607 -3.60135 3.12016
N1 -2.36415 -3.06840 0.84600
H5 6.39575 6.91268 -3.99736
H6 5.54666 5.11738 -5.54390
H7 -0.52948 -2.58081 -1.64825
H8 1.31629 -1.56343 -0.14560
H9 7.29528 5.40605 -3.81588
N2 3.05207 5.76647 -1.89667
C3 -5.96770 -2.20235 4.03047
H10 -5.47412 -3.18891 2.15331
C4 1.28675 -2.45880 0.47114
H11 0.61992 -2.27817 1.31703
C5 5.26008 5.12984 -4.49127
H12 2.17649 3.01401 -2.37941
H13 -5.40043 -1.83881 4.88422
H14 3.56113 1.94395 -0.58727
H15 2.43917 2.54814 0.63833
C6 -4.09925 -3.88251 3.71550
O1 -7.88954 -3.61521 2.59268
H16 1.08402 3.65367 -1.16876
H17 -7.84989 -4.87915 4.16161
C7 -0.54411 -3.44983 -0.98860
C8 0.90087 1.53671 -1.46550
H18 0.81450 -4.55000 0.27630
H19 1.55454 -3.84176 -1.14953
H20 5.20967 4.09028 -4.16243
C9 6.31875 5.87038 -3.68270
C10 1.74351 2.81663 -1.39810
H21 -2.23541 -3.79233 4.87649
C11 2.85051 2.73954 -0.35499
H22 -4.03118 -4.76139 3.07919
N3 2.37880 -0.51865 -2.11121
C12 -7.58406 -3.90661 3.73097
H23 3.88839 6.79694 -4.73184
H24 2.28648 -2.62555 0.87128
C13 -4.99282 -2.81943 3.05146
H25 6.08882 5.85353 -2.61670
H26 0.10799 1.63466 -2.20745
H27 -0.82905 -4.31687 -1.58471
H28 3.39929 3.67757 -0.31861
H29 -6.46265 -1.33803 3.59135
H30 -4.34652 -2.00500 2.72914
C14 -2.67054 -3.38067 3.96851
C15 3.86965 5.76553 -4.37740
C16 3.39867 5.76575 -2.99062
O2 -6.92529 -3.11902 4.59352
H31 -2.64421 -2.29635 4.08335
C17 1.72104 0.37863 -1.82748

Output
frontier orbital gap	10.81	eV
E_tot	-981.07084	Ha
structure (SMILES)	CCCCOC=O.CCCC#N.CCCC#N.CCCC#N
E_HOMO	-0.3769	Eh
F_max	1.512	eV/Å

***

[2]
Computed, not measured: a 11-piece molecular cluster, C19H60O11 overall, with wB97M-V/def2-TZVPD.

Geometry (Å):
H1 -5.10632 2.16877 0.22574
H2 -2.63201 2.52700 -1.04106
H3 -0.74678 1.80399 2.79167
O1 6.23558 2.96783 -0.28291
H4 -1.48766 2.22488 5.59494
H5 -1.54631 -4.59102 -0.61348
H6 -4.97560 -3.85620 -3.57446
H7 0.85802 -1.97366 2.37703
C1 -2.73428 -3.33431 -3.04985
C2 1.95130 -0.18976 3.64845
C3 5.00224 3.18480 -0.94146
H8 1.59899 -0.73753 -5.43555
C4 0.01177 3.43042 -0.26297
H9 5.48074 5.26716 -1.28699
H10 -3.37785 -0.50962 -3.14123
O2 3.04197 -3.73863 -0.43549
H11 -1.73943 -4.95821 2.22291
H12 0.89463 -1.65645 6.00577
C5 3.92786 2.50197 -0.06069
O3 0.38005 -4.51741 -1.45116
H13 -0.33699 3.91495 -2.13528
H14 -2.57300 -4.37528 -3.32999
H15 -3.16607 -3.24514 -2.05300
C6 -2.47635 2.43771 5.18839
H16 -1.09359 0.17064 -0.43578
C7 0.82858 0.02987 -5.51094
C8 1.49291 -0.46246 -1.36214
H17 2.64217 -2.19239 3.61294
H18 0.13115 0.69467 0.74366
H19 0.94993 0.22306 3.77067
H20 2.28695 -0.09349 2.61589
O4 -2.14343 4.02779 3.47353
O5 1.46854 -1.76146 0.61666
C9 -1.33199 -4.57012 1.28938
H21 -4.63792 -0.59632 -4.33743
O6 1.33374 1.25998 -6.01157
H22 3.78800 4.68201 -1.68424
H23 2.11358 -1.15985 -1.92475
O7 0.71175 -2.15525 3.30827
H24 0.80480 -4.96363 -2.18376
H25 -2.57580 4.37072 2.68800
H26 2.93695 2.70923 -0.46472
C10 -0.35778 -0.16907 0.29311
H27 2.58623 -1.22404 6.05794
O8 -4.34233 2.73660 0.10135
H28 -3.85710 1.22236 -1.15794
H29 -2.02758 2.16157 1.70891
H30 -0.43819 -5.17123 1.12236
C11 -3.62119 -2.57177 -4.02535
H31 0.06437 -1.92735 -0.86200
C12 -2.51558 2.72109 3.71981
C13 1.79226 -1.64330 4.01821
H32 1.10347 -4.21903 -0.89992
H33 -0.84056 -0.71358 1.10462
H34 -4.83435 -1.33091 -2.79673
H35 -1.74769 -2.87293 -3.00670
H36 0.49321 0.04929 -4.47400
H37 2.21470 0.25567 -0.97300
H38 0.64001 1.92277 -5.97934
H39 2.05750 -2.89650 5.83799
C14 -1.83439 1.80234 2.71973
C15 0.64514 -1.16473 -0.34315
H40 -2.14691 0.80786 3.03821
H41 6.41178 2.02723 -0.20659
H42 2.10021 -2.26421 0.09721
C16 -3.69689 2.29775 -1.08055
H43 0.83934 0.07811 -2.04677
H44 3.92040 2.81710 0.98274
H45 -4.14307 2.69450 -1.99247
H46 0.39643 4.44939 -0.30580
H47 0.72291 2.66163 0.03928
H48 -3.58108 2.67228 3.49521
H49 4.11275 1.43037 -0.13543
O9 -4.76134 -3.33584 -4.35222
H50 -2.91699 1.49381 5.50927
H51 5.03342 2.73569 -1.93415
C17 4.62836 4.65588 -0.99053
H52 3.57865 -4.16652 -1.10266
O10 -0.33647 3.11479 -1.60487
O11 -2.14365 -4.67993 0.13277
H53 -2.96614 3.22998 5.75455
H54 2.71263 0.31180 4.24586
H55 0.03333 -0.42056 -6.10489
H56 4.28667 4.97856 -0.00705
C18 1.86336 -1.86309 5.55081
H57 -3.02569 -2.45954 -4.93138
H58 3.56390 -3.79512 0.36490
H59 -0.85891 3.37387 0.39034
H60 -0.89421 -3.58621 1.45782
C19 -4.10370 -1.18607 -3.59251

Output
frontier orbital gap (alpha / beta)	8.67 / 2.72	eV
E_tot	-1587.05366	Ha
E_HOMO (alpha / beta)	-0.4342 / -0.4342	Eh
spin multiplicity	2
F_max	2.907	eV/Å
charge	+1